(1)
Density functional theory data (the ωB97M-V functional and the def2-TZVPD basis) for a structure of composition C10H6CaN2O3S at a distorted geometry.

Each line ends with the natural charge from an NBO analysis.
Geometry (Å):
1 H 0.8259 2.4998 1.9277  0.3883
2 H -1.3323 -0.8978 -1.3316  0.1617
3 O -2.4971 2.2591 3.3211  -0.3032
4 Ca -1.4929 1.4998 -0.0716  1.7250
5 C 1.4781 0.6520 1.2831  0.2807
6 C -0.1026 -2.6935 -1.5907  -0.1581
7 C 0.5237 -0.8571 -0.1622  0.1863
8 N 1.5615 1.8031 1.9875  -0.7655
9 C -2.1925 2.0692 2.2271  0.3718
10 H 1.2928 -4.3418 -1.6636  0.2583
11 O -5.3236 1.6974 -2.3323  -0.3714
12 C -0.4464 3.6721 -0.5967  0.3720
13 H -0.7984 -3.1667 -2.2889  0.2506
14 N 0.4191 0.4009 0.4866  -0.8254
15 O 0.1025 4.6471 -0.8810  -0.3036
16 C -4.3505 1.7014 -1.7276  0.4152
17 C -0.4047 -1.4292 -1.0601  -0.2938
18 C 1.9943 -2.7747 -0.3414  -0.1612
19 H 2.9202 -3.2624 -0.0460  0.2534
20 C 1.0837 -3.3591 -1.2354  -0.1848
21 C 1.7016 -1.5244 0.1869  -0.2377
22 H 2.3596 1.9775 2.5794  0.4427
23 S 2.6780 -0.5727 1.3298  0.4987

Atomic forces in eV per Å
0.6 -0.3 0.2
0.2 -0.4 -0.1
1.3 -0.8 -4.5
-0.5 -1.3 -1.0
-1.2 0.1 -0.7
-0.1 0.3 0.1
0.3 0.2 0.3
0.0 -0.4 -0.3
-1.6 1.0 5.4
0.0 0.4 0.2
3.1 0.0 2.0
2.8 5.1 -1.5
0.3 0.2 0.3
0.2 0.4 0.4
-2.4 -4.2 1.3
-2.8 -0.1 -1.8
0.8 0.0 0.5
-0.1 -0.2 -0.2
-0.2 -0.1 -0.2
0.1 0.3 0.2
-0.1 -0.2 -0.2
-0.1 0.2 0.0
-0.5 -0.3 -0.5

Frontier orbital gap ... 6.425 eV
Net charge ... +2
HOMO energy ... -15.0 eV
M ... 274.31 u
E_LUMO ... -8.6 eV



(2)
Density functional theory data (the ωB97M-V functional and the def2-TZVPD basis) for a structure of composition C10H6Cl2GaN2O3RuS at a distorted geometry.

Each line ends with the natural charge from an NBO analysis.
Geometry (Å):
1 Ru -0.2273 0.3780 -0.4846  0.2486
2 C 0.0924 -1.9340 1.4433  0.3154
3 C -1.1058 -0.3863 2.5692  0.3117
4 C -2.2562 0.0064 5.0681  -0.0023
5 C -2.3657 0.9908 4.0708  -0.0006
6 H -2.6738 0.1902 6.0596  0.3264
7 H -1.8347 1.5495 2.0218  0.2946
8 Cl -1.0017 2.5558 -0.1692  -0.0472
9 Cl -3.0417 -3.3827 -2.2098  -0.2130
10 O 0.0254 1.0994 -3.3849  -0.2617
11 N -0.4100 -0.7151 1.4019  -0.5434
12 H -2.9026 1.9181 4.2851  0.3200
13 C -1.6227 -1.2175 4.7861  0.0156
14 O 1.2585 -2.8269 -3.4468  -0.1451
15 H 1.2456 -1.8174 -0.2177  0.4377
16 O 2.6013 1.0629 0.1708  -0.2670
17 Ga -1.3196 -2.1085 -1.9460  0.9831
18 N 0.6872 -2.4753 0.3244  -0.7228
19 H 1.0832 -3.4020 0.4260  0.4712
20 C 1.4907 0.7750 -0.0748  0.5478
21 S -0.2179 -2.8399 2.8811  0.7987
22 H -1.5496 -2.0102 5.5246  0.3151
23 C -1.0551 -1.4152 3.5309  -0.1464
24 C 0.2809 -2.4392 -2.9202  0.4291
25 C -1.7853 0.8043 2.8156  -0.0450
26 C -0.0685 0.7792 -2.2640  0.5793

Atomic forces in eV per Å
-3.6 -0.6 2.0
0.5 -1.1 -1.8
1.7 -0.8 -2.3
-0.2 0.2 0.4
-0.5 0.6 0.4
0.0 -0.1 -0.1
-0.1 0.1 0.3
0.0 -1.1 -0.1
1.5 1.0 0.2
-0.5 -1.6 4.9
-1.5 1.8 0.9
0.1 -0.1 0.0
0.1 -0.8 0.9
-6.2 2.8 3.4
0.1 0.0 0.0
-5.2 -1.3 -0.9
-4.2 0.5 1.5
-0.6 0.6 2.2
0.3 -0.3 -0.1
8.4 2.1 1.1
-0.9 0.9 1.6
-0.2 0.1 0.3
0.9 -1.9 -0.8
8.7 -3.9 -5.6
0.0 0.6 -0.6
1.1 2.6 -7.7

Frontier orbital gap (alpha / beta) ... 6.538 / 4.148 eV
Net charge ... +4
Expectation value of S² ... 8.79
HOMO energy (alpha / beta) ... -22.1 / -23.3 eV
M ... 475.93 u
Energy above the lowest of the compared OMol25 structures with the same formula, charge and spin ... 0.0 kcal/mol
Spin multiplicity ... 6
E_LUMO (alpha / beta) ... -15.6 / -19.1 eV



(3)
Density functional theory data (the ωB97M-V functional and the def2-TZVPD basis) for a structure of composition C10H6Cl2MnN4O4.

Each line ends with the natural charge from an NBO analysis.
Geometry (Å):
1 H -3.2337 -3.1563 -0.4671  0.2541
2 C 0.0655 -2.8861 0.2097  -0.1105
3 O 1.9654 0.1547 -0.0027  -0.7037
4 C 1.8767 4.1592 -2.2427  0.6735
5 N 4.0854 6.7745 -2.2014  -0.4208
6 O -0.3650 -5.5033 0.7069  -0.3822
7 C 0.2445 -1.5115 -0.0634  -0.3346
8 C -0.8498 -0.7110 -0.5028  0.4633
9 Mn 0.7799 1.7894 -0.5186  1.5721
10 Cl -0.3576 0.4896 2.8350  0.0284
11 O -2.4535 -5.3394 0.2070  -0.3761
12 H -2.9445 -0.7479 -0.9733  0.2347
13 H 2.3181 -1.7538 0.4457  0.1519
14 C 3.2804 5.9915 -2.4679  0.4290
15 Cl 0.3002 3.1054 1.6207  -0.0359
16 C -2.1129 -1.3524 -0.6385  -0.2883
17 C -0.7787 2.1727 2.7242  -0.3850
18 C 1.5680 -1.0130 0.1384  0.4630
19 H -0.6588 2.6522 3.6879  0.2401
20 O -0.7494 0.5390 -0.7929  -0.8240
21 N -1.3435 -4.8753 0.3604  0.5274
22 H -1.7792 2.2803 2.3244  0.2390
23 C -2.2696 -2.6786 -0.3623  -0.1480
24 N 2.3395 5.1415 -2.8553  -0.6426
25 C -1.1663 -3.4366 0.0646  0.0155
26 H 0.8932 -3.4994 0.5399  0.2495
27 N 1.3457 3.2144 -1.7757  -0.8898

Atomic forces in eV per Å
0.0 0.0 0.0
0.0 0.4 0.0
-0.1 0.0 0.1
-0.1 -0.2 0.2
0.1 0.0 0.0
0.0 0.0 0.1
0.3 -0.4 0.2
-0.2 0.2 -0.2
0.0 -0.2 -0.5
0.1 -0.2 0.0
-0.1 -0.1 0.1
0.0 0.0 0.0
0.0 0.0 0.0
-0.3 -0.3 0.0
0.0 0.1 0.2
0.0 0.0 0.0
0.0 0.4 -0.1
0.0 0.2 -0.1
-0.1 -0.1 0.0
0.1 0.0 0.3
0.0 0.4 -0.3
0.0 0.0 0.0
0.0 0.0 0.0
0.2 0.4 -0.3
-0.2 -0.6 0.1
0.0 0.0 0.0
0.1 0.0 0.3

Frontier orbital gap (alpha / beta) ... 7.849 / 7.819 eV
Expectation value of S² ... 8.76
HOMO energy (alpha / beta) ... -9.0 / -9.1 eV
M ... 372.03 u
Spin multiplicity ... 6
E_LUMO (alpha / beta) ... -1.1 / -1.3 eV



(4)
Density functional theory data (the ωB97M-V functional and the def2-TZVPD basis) for a cluster of 2 separate species, C10H6N11O4 in total at a distorted geometry.

Each line ends with the natural charge from an NBO analysis.
Geometry (Å):
1 H -3.9264 -1.3764 0.3326  0.2897
2 O -4.1882 0.6072 -1.1136  -0.3828
3 N 0.9587 1.2524 -0.5033  -0.6028
4 N -0.1863 0.6768 3.3063  -0.0492
5 O -4.1991 -3.2752 1.7779  -0.3953
6 N -1.1317 0.2524 2.4075  -0.1923
7 C -1.5514 0.8878 1.2720  0.1832
8 H 2.6305 -2.7064 -1.9677  0.1580
9 N -3.1501 1.0327 -0.5606  0.5093
10 C -2.5814 0.3006 0.5488  -0.0468
11 H -1.0662 1.8179 1.0049  0.3048
12 N -1.0043 -1.2530 4.0204  -0.2798
13 C -1.6365 -0.9619 2.8654  0.3075
14 H 5.3706 0.4241 -3.8533  0.3861
15 C 2.6438 -1.6124 -1.9668  0.2128
16 C -2.6701 -1.5828 2.0724  -0.0143
17 C 2.6828 1.0715 -2.0167  -0.0449
18 N 3.5947 -1.0229 -2.7297  -0.5651
19 H 4.7001 1.9627 -3.3620  0.4042
20 N 4.6297 0.9571 -3.4194  -0.8102
21 N 1.7119 -0.9940 -1.1910  -0.5224
22 N -0.1369 -0.2326 4.2448  -0.0127
23 C 1.7000 0.3217 -1.1899  0.2836
24 C 3.6643 0.3125 -2.7459  0.3808
25 N 2.4997 2.3864 -1.8022  -0.5648
26 C 1.4446 2.4671 -0.9069  0.1525
27 O -2.8756 -3.4311 3.5182  -0.3277
28 O -2.5759 2.0821 -0.9160  -0.3422
29 H 1.0479 3.4224 -0.5591  0.1667
30 C -3.1294 -0.9442 0.9312  -0.0937
31 N -3.2700 -2.8425 2.5014  0.5080

Atomic forces in eV per Å
0.2 0.0 0.2
1.9 0.3 1.3
-0.2 0.1 -0.1
-0.2 -0.8 0.5
1.6 0.8 1.2
-0.3 -0.9 0.2
-0.2 -0.3 -0.2
0.0 0.4 0.0
-0.6 1.7 -2.3
0.9 0.0 1.2
0.0 -0.2 0.0
-0.4 0.5 -1.1
0.6 0.1 0.7
-0.3 0.2 0.2
-1.0 1.7 0.7
0.4 0.8 -0.1
-1.1 -1.9 1.3
0.0 -0.1 0.2
-0.1 -0.3 0.1
1.2 0.3 -1.0
0.4 -2.7 -0.4
-0.9 0.6 -1.8
2.3 2.9 -1.8
-2.4 0.4 1.7
-1.1 1.6 0.8
1.8 -2.2 -1.5
-0.3 1.5 -1.8
-1.0 -2.0 1.0
0.2 -0.4 -0.1
0.1 -0.5 0.7
-1.4 -2.0 0.0

Frontier orbital gap ... 4.303 eV
Net charge ... -1
HOMO energy ... -3.9 eV
M ... 344.23 u
Energy above the lowest of the compared OMol25 structures with the same formula, charge and spin ... 35.1 kcal/mol
E_LUMO ... 0.4 eV



(5)
Density functional theory data (the ωB97M-V functional and the def2-TZVPD basis) for an isolated molecule of C10H6N2S at a distorted geometry.

Each line ends with the natural charge from an NBO analysis.
Geometry (Å):
1 C -3.3866 0.5618 -0.3749  -0.4741
2 C -0.8335 -0.4230 -0.3034  -0.2469
3 N -4.7644 -0.4543 1.5484  -0.2731
4 H 1.4098 1.9861 -0.4944  0.2230
5 C -2.8048 1.8253 0.0336  0.2799
6 H 1.7490 -1.6640 1.6171  0.2304
7 H -3.9549 0.5266 -1.2568  0.2874
8 H -0.8555 1.5993 -1.2089  0.2365
9 C -4.2074 -0.0994 0.6077  0.2714
10 N -2.3830 2.8663 0.2876  -0.2706
11 C -2.1360 -0.7832 -0.6417  -0.0106
12 H -0.6993 -2.2385 0.9499  0.2369
13 S -2.7485 -2.1901 -1.0718  0.1623
14 H 2.8749 0.1837 0.6911  0.2226
15 C 1.1170 -1.0976 0.9192  -0.2339
16 C -0.2188 -1.3208 0.6041  -0.1309
17 C -0.2315 0.8135 -0.5860  -0.1362
18 C 1.0492 1.0774 -0.1952  -0.2203
19 C 1.7681 0.0256 0.4410  -0.1535

Atomic forces in eV per Å
2.3 -2.8 0.3
1.6 -0.1 2.0
-0.1 -0.3 -0.3
1.5 2.0 -0.4
-0.7 0.5 -0.1
-0.8 -0.4 -0.5
-0.3 0.7 -1.6
1.7 -1.8 1.3
0.0 0.8 1.6
-0.2 -0.5 0.0
-3.7 1.5 -0.6
-0.1 0.5 -0.2
0.0 0.1 -0.1
-1.8 -0.3 -0.4
0.7 0.4 0.5
1.1 -0.2 -0.7
-2.2 1.0 -1.7
-0.2 -3.2 0.4
1.2 2.1 0.3

Frontier orbital gap ... 8.220 eV
SMILES ... N#CC(C#N)C(=S)c1ccccc1
HOMO energy ... -9.5 eV
M ... 186.24 u
Energy above the lowest of the compared OMol25 structures with the same formula, charge and spin ... 50.9 kcal/mol
E_LUMO ... -1.3 eV



(6)
Density functional theory data (the ωB97M-V functional and the def2-TZVPD basis) for a structure of composition C10H6NO5STl at a distorted geometry.

Each line ends with the natural charge from an NBO analysis.
Geometry (Å):
1 C -1.8649 -0.0051 3.2540  0.0953
2 H 0.1450 2.7208 3.6146  0.2673
3 C 0.2381 -0.3372 2.1014  0.0266
4 Tl 0.3861 -0.2094 -1.0410  0.8016
5 O 0.6636 -3.9983 -2.9310  -0.2561
6 H -1.2872 -1.6957 2.2423  0.4463
7 H -2.2321 1.9772 4.0248  0.2740
8 C -0.2110 1.7478 3.2509  -0.0611
9 C 0.6735 -2.9173 -2.5023  0.5719
10 O 0.6276 4.9693 -1.8144  -0.4956
11 H 0.5861 -0.4855 -3.2296  0.2051
12 S 1.1964 -1.4295 1.2338  -0.2360
13 C 0.6380 4.4805 -2.8508  0.5037
14 H -2.7860 -0.4775 3.5677  0.2585
15 C 0.6370 0.9543 2.4735  -0.2766
16 O 4.4043 -1.0633 -2.6395  -0.3799
17 N -1.0191 -0.7549 2.4808  -0.4751
18 C 3.3163 -0.8023 -2.4904  0.4614
19 H 1.6532 1.2464 2.2041  0.2654
20 O -3.2210 -1.1287 -3.0067  -0.3808
21 C -2.1283 -0.8872 -2.8130  0.4605
22 C 0.6070 -1.5507 -3.7497  0.4142
23 C -1.5190 1.3045 3.5507  -0.2430
24 O 0.4964 -1.6583 -4.9302  -0.2476

Atomic forces in eV per Å
0.6 0.6 -0.7
-0.3 -0.4 -0.3
-1.5 0.7 0.8
0.6 0.0 1.2
0.1 4.2 2.5
0.0 -0.3 0.0
0.2 -0.4 0.2
-0.1 -0.1 -0.5
-0.2 -5.1 -2.5
0.0 -1.1 -2.4
0.2 -1.5 0.3
0.5 -0.4 -1.3
0.0 1.1 2.4
0.0 0.1 -0.1
-0.2 -0.2 0.5
-1.5 0.4 0.2
0.3 1.1 1.0
1.5 -0.5 -0.2
-0.4 0.1 0.2
2.2 0.6 0.4
-2.5 -0.8 -0.6
-0.7 3.1 -6.9
0.3 -0.3 0.1
0.6 -0.9 5.7

Frontier orbital gap (alpha / beta) ... 4.550 / 4.479 eV
Net charge ... +2
HOMO energy (alpha / beta) ... -15.4 / -15.4 eV
M ... 456.61 u
Energy above the lowest of the compared OMol25 structures with the same formula, charge and spin ... 0.3 kcal/mol
E_LUMO (alpha / beta) ... -10.9 / -10.9 eV



The highest M belongs to which entry?
C10H6Cl2GaN2O3RuS